1.
7
Properties=species:S:1:pos:R:3:forces:R:3 method="wB97M-V/def2-TZVPD" lumo_ev=-0.11
C -0.70966 -0.62666 1.70893 -1.2 0.9 0.0
C -0.18153 0.70008 -0.88437 -0.4 1.3 1.4
N 0.24440 -1.21966 1.74845 2.3 -1.6 0.1
O 1.03334 1.00777 -0.53548 -3.3 0.9 1.2
I -0.46902 -0.40796 -2.66110 0.5 -0.3 -0.4
H -1.53959 -0.00768 1.67559 -1.1 0.7 -0.1
H 1.62207 0.55411 -1.05201 3.3 -1.8 -2.3



2.
9
Properties=species:S:1:pos:R:3:forces:R:3 method="wB97M-V/def2-TZVPD" lumo_ev="-0.67 / -0.66"
C -0.93145 -1.24075 0.01585 -2.5 0.2 1.7
C -2.74922 -0.63736 1.52107 2.3 0.3 -1.3
N -0.43148 -0.06267 0.13409 0.6 1.4 0.3
O -0.93204 -2.32134 -0.39752 0.5 -0.6 -0.5
O -2.78157 0.36080 2.14038 0.0 -0.2 -0.2
O 0.78578 0.40076 -0.45148 0.9 -0.4 2.3
I -4.17215 -2.19970 1.56897 -0.7 -0.7 0.1
H -0.99455 0.59347 0.67764 0.5 0.1 -0.3
H 1.44000 0.40000 0.34983 -1.6 0.0 -2.1



3.
7
Properties=species:S:1:pos:R:3:forces:R:3 method="wB97M-V/def2-TZVPD" charge=-1 lumo_ev=3.33
C -1.41576 -0.59129 -0.16054 1.2 0.3 -0.1
C 0.70678 0.46064 0.03718 -1.1 -0.4 -0.2
O -1.29462 -1.67262 0.28380 0.1 -0.6 0.3
O -2.03246 0.27002 -0.67825 -0.4 0.6 -0.2
I 2.50787 -0.68052 0.52433 -0.2 0.2 0.0
H 0.95890 1.04050 -0.85688 0.1 -0.2 0.0
H 0.56929 1.17327 0.85036 0.2 0.0 0.2



4.
7
Properties=species:S:1:pos:R:3:forces:R:3 method="wB97M-V/def2-TZVPD" charge=-1 lumo_ev=3.22
C 1.99507 -2.41377 -0.55942 0.8 -0.1 1.0
C 0.47296 0.11842 0.00873 -0.8 -1.3 -2.8
O 1.96686 -2.50269 -1.70317 -0.7 0.4 -1.0
S 2.48566 -2.77554 0.91150 -0.3 0.2 0.3
I 1.75759 1.84764 0.03454 -0.1 0.3 -0.3
H -0.47022 0.18783 -0.70665 1.9 0.6 1.3
H 0.15991 0.10187 1.00669 -0.7 -0.1 1.6



5.
8
Properties=species:S:1:pos:R:3:forces:R:3 method="wB97M-V/def2-TZVPD" lumo_ev=-1.33
O 0.26734 1.57298 1.12345 1.2 -0.6 0.6
C 1.06101 0.59121 1.02363 0.1 0.5 0.6
C 0.51843 -0.50429 0.10033 0.9 -0.3 -0.1
O -0.61295 -0.19543 -0.64981 -1.5 -1.2 -1.1
Li -1.62741 -1.33328 -1.49177 0.7 0.4 0.5
K -1.39035 2.03670 -0.31654 -0.9 0.9 -0.6
H 0.41288 -1.38691 0.77272 -0.2 0.2 -0.1
H 1.37104 -0.78099 -0.56202 -0.2 0.1 0.2



6.
7
Properties=species:S:1:pos:R:3:forces:R:3 method="wB97M-V/def2-TZVPD" charge=-1 lumo_ev="1.76 / 1.55"
O -0.41496 -1.12524 0.42530 -0.5 -0.6 0.2
C 0.56535 -0.19864 -0.03544 0.8 -2.1 -0.2
C 0.36029 1.08877 -0.11391 -0.1 4.0 -0.1
O 0.93719 2.15337 -0.45300 -0.9 -1.5 0.3
H -1.27241 -0.67698 0.40516 -0.3 0.5 0.2
K 0.99446 -2.80053 -0.83472 -0.1 0.7 0.2
H -1.16992 1.55926 0.60662 1.1 -1.1 -0.6



7.
8
Properties=species:S:1:pos:R:3:forces:R:3 method="wB97M-V/def2-TZVPD" multiplicity=2 lumo_ev="-0.43 / -0.93"
O -2.08031 -2.12123 1.76476 0.5 0.5 -0.1
C -1.30128 -1.30677 1.73273 -0.5 -0.6 0.1
O 1.22987 -0.32426 -0.53155 -1.1 -2.9 -2.9
C 0.38777 0.59644 -1.16271 3.8 0.5 5.2
O 0.58201 1.63121 -0.27970 -2.7 2.5 -1.9
H -0.66960 0.24593 -1.18631 0.1 -0.1 -0.1
H 0.72092 0.83941 -2.19493 -0.1 -0.1 0.0
K 1.13062 0.43929 1.85771 0.1 0.2 -0.3



8.
8
Properties=species:S:1:pos:R:3:forces:R:3 method="wB97M-V/def2-TZVPD" charge=+1 multiplicity=2 lumo_ev="-4.56 / -4.57"
H 1.60563 -0.43943 0.95408 0.1 -0.7 -3.3
O -1.27250 -0.23308 -0.01355 -0.4 -0.9 0.9
C -0.41584 0.69375 0.23301 -1.5 1.0 -2.4
C 0.83604 0.77624 -0.27643 -0.7 1.2 1.5
O 1.44870 -0.47927 -0.08228 1.7 -1.2 2.9
Na -3.74063 -0.28207 0.14467 0.8 0.2 0.0
Li 0.07855 -1.70281 -0.72720 0.0 0.8 0.3
H 1.46005 1.66667 -0.23229 0.0 -0.4 0.0



9.
8
Properties=species:S:1:pos:R:3:forces:R:3 method="wB97M-V/def2-TZVPD" charge=+1 multiplicity=2 lumo_ev="-3.82 / -4.22"
H 0.88399 2.09462 0.50737 0.8 -3.3 -1.1
O -1.32741 -1.16950 -0.65929 -1.4 -1.2 -0.5
C -0.52175 -0.38422 -0.16052 1.5 1.4 0.5
C 0.65098 0.22263 -0.44792 -1.4 -1.1 -0.6
O 1.21805 1.08961 0.46730 0.0 3.8 1.8
Li -2.85610 -2.10549 -0.91384 0.7 0.4 0.0
H 1.28588 -0.06086 -1.29401 -0.2 0.3 0.2
Na 0.66636 0.31322 2.50092 0.0 -0.2 -0.4



10.
7
Properties=species:S:1:pos:R:3:forces:R:3 method="wB97M-V/def2-TZVPD" multiplicity=2 lumo_ev="-0.32 / -0.37"
H 0.34324 -1.39625 0.91620 2.1 -0.1 -0.8
O -1.04026 0.93562 -0.43868 -0.1 -0.7 0.2
C -0.68331 -0.27903 -0.24988 0.8 1.9 -2.9
C 0.66269 -0.55148 0.17827 -3.0 -0.8 2.9
O 1.42860 0.40032 0.49587 0.7 0.4 -0.5
H -1.23113 -1.10074 -0.74393 -0.4 0.1 0.8
Li 0.52017 1.99155 -0.15787 -0.1 -0.8 0.2



11.
7
Properties=species:S:1:pos:R:3:forces:R:3 method="wB97M-V/def2-TZVPD" lumo_ev="0.11 / 0.11"
C 0.22477 -1.29935 -0.00358 -0.6 1.5 0.7
C 1.00311 -0.31755 -0.01255 0.4 0.4 0.5
N -1.31130 -0.00206 0.05647 0.5 0.1 -0.6
N -1.13783 1.14222 0.05610 -0.6 0.7 0.8
O 1.39831 0.77376 0.14729 0.9 1.5 -0.1
H 0.22077 -2.22343 -0.43497 -0.6 -2.1 -0.8
H -0.39783 1.92641 0.19124 0.0 -2.2 -0.5



12.
7
Properties=species:S:1:pos:R:3:forces:R:3 method="wB97M-V/def2-TZVPD" lumo_ev=0.28
C -1.63059 0.40803 1.22299 2.8 3.4 4.5
C 0.61383 0.59994 0.33272 1.1 -0.2 -0.8
N -2.14796 -0.31792 0.56879 -3.2 -3.6 -3.6
N 0.89081 -0.12972 -0.53460 0.6 0.4 -0.1
O 1.28809 -0.95281 -1.49483 -0.8 -0.6 0.4
H -0.96913 0.89740 1.92190 -0.9 0.1 -0.3
H 1.95494 -0.50492 -2.01697 0.4 0.5 -0.1